{"formula": "C17H31BaF5P2", "method": "ωB97M-V with the def2-TZVPD basis set", "species": ["H", "H", "C", "Ba", "F", "C", "H", "H", "H", "F", "H", "H", "C", "H", "H", "C", "C", "C", "H", "H", "C", "C", "H", "H", "C", "H", "H", "C", "H", "H", "C", "P", "C", "H", "C", "H", "H", "H", "C", "H", "P", "H", "H", "F", "H", "H", "C", "H", "F", "F", "H", "H", "C", "H", "H", "C"], "positions_angstrom": [[-1.387, -4.307, -2.772], [-0.170, 0.170, -1.343], [-1.103, -3.867, -1.806], [2.735, 0.170, 3.720], [5.327, -0.465, 1.915], [-0.852, -0.129, 0.974], [1.735, 2.987, 3.807], [2.975, 3.251, 5.053], [-4.335, 0.511, 1.034], [7.218, 0.248, 3.541], [-3.412, 2.779, -0.717], [-5.343, -0.046, -0.347], [0.874, 1.966, -0.740], [-1.795, -0.350, 1.503], [1.911, 2.347, -0.742], [-3.017, -1.979, -2.462], [0.864, 0.532, -1.315], [0.125, -1.299, 1.210], [-3.038, -2.454, -3.448], [0.650, 3.029, 1.147], [1.415, -1.207, 0.469], [-0.459, -1.712, -3.530], [-4.185, -1.176, 0.437], [-3.023, 2.372, -2.419], [6.026, 0.841, 3.729], [-4.674, 2.061, -1.780], [-3.590, -2.602, -1.763], [2.783, 2.765, 4.086], [-3.155, -0.005, -3.391], [2.774, -0.389, -0.897], [-4.363, -0.131, 0.143], [-1.238, -2.046, -1.886], [5.166, 0.808, 2.499], [-0.922, -2.372, -4.278], [-3.545, -0.557, -2.524], [-4.639, -0.532, -2.558], [-0.413, -2.227, 0.940], [0.321, 2.617, -1.442], [-0.396, 1.235, 1.357], [0.321, -1.391, 2.297], [-3.056, 0.420, -1.020], [0.618, -1.919, -3.464], [-0.616, -0.661, -3.818], [5.426, 0.149, 4.799], [1.204, 0.582, -2.365], [2.194, -1.896, 0.842], [1.730, -0.421, -0.567], [3.429, 3.285, 3.365], [5.636, 1.705, 1.591], [6.211, 2.112, 4.150], [-1.094, -0.132, -0.107], [-0.742, 1.529, 2.360], [-3.604, 2.075, -1.535], [-1.779, -4.231, -1.022], [-0.071, -4.141, -1.559], [0.345, 2.098, 0.648]], "mulliken_charge": [0.4329, -1.2760, -1.4196, 1.5653, -0.3133, 1.4739, 0.3780, 0.2932, 0.3736, -0.2701, 0.3849, 0.4642, -0.7847, 0.7290, 0.4532, -1.2817, 0.6281, -0.8941, 0.5378, 0.3775, -0.5944, -1.5311, 0.3625, 0.3743, 1.1586, 0.4084, 0.4025, -1.5821, 0.4039, 0.3723, -1.5200, 1.1744, -0.6179, 0.4932, -1.2792, 0.5510, 0.3743, 0.4069, -0.5964, 0.3414, 1.4014, 0.3624, 0.3398, -0.3342, 0.5123, 0.5686, -0.3640, 0.2875, -0.3237, -0.2402, -2.3244, 0.4216, -1.4295, 0.3894, 0.3841, -0.6057], "charge": 0, "homo_ev": -6.82}